C69H67Br3Ge2IrN4O3S4 | ωB97M-V with the def2-TZVPD basis set

Structure (XYZ):
```
153
C69H67Br3Ge2IrN4O3S4 | the OMol25 dataset | ωB97M-V with the def2-TZVPD basis set
Ir -0.2612 0.1415 -0.0544
C 4.0840 3.9924 0.9471
C 3.1860 2.9801 1.5812
C 3.0348 2.8648 2.9593
C 2.1758 1.9139 3.4862
C 1.4561 1.1373 2.5920
Br 0.2293 -0.1670 3.1681
N 1.5782 1.2419 1.2828
C 2.4407 2.1113 0.7882
H 4.5470 4.6306 1.6950
H 3.5120 4.6112 0.2561
H 4.8719 3.4949 0.3829
H 3.6028 3.5071 3.6183
H 2.0613 1.7860 4.5495
H 2.5387 2.1261 -0.2892
C -2.2680 -0.0677 -3.0149
C -0.8250 -0.0826 -3.3676
C -0.4418 0.0148 -4.7189
C 0.8805 0.0387 -5.0579
C 1.8523 -0.0752 -4.0468
C 3.2465 -0.0147 -4.2637
Br 3.9134 0.1902 -6.0253
C 4.1486 -0.0940 -3.2258
C 3.6816 -0.2638 -1.9364
Br 4.8882 -0.3934 -0.4909
C 2.3106 -0.3632 -1.6164
O 1.9144 -0.5899 -0.4416
C 1.3824 -0.2094 -2.7172
N 0.0751 -0.1914 -2.4127
H -2.8726 0.1906 -3.8786
H -2.4442 0.6520 -2.2192
H -2.5752 -1.0469 -2.6455
H -1.2081 0.1053 -5.4743
H 1.1833 0.1599 -6.0889
H 5.2110 -0.0347 -3.4102
C -1.5790 2.3228 5.1327
C -2.6826 1.6210 4.3991
C -3.3473 2.2473 3.3548
C -4.3863 1.6239 2.6878
C -5.1325 2.3327 1.5971
C -4.7618 0.3305 3.0709
C -4.1285 -0.3020 4.1394
C -4.5892 -1.6317 4.6577
C -3.0856 0.3521 4.7812
C -5.9277 -0.2764 2.3909
C -7.1909 0.1059 2.8260
C -8.3235 -0.3657 2.1906
C -8.1891 -1.2257 1.1200
C -6.9324 -1.6353 0.6738
C -5.7974 -1.1535 1.3154
Ge -3.9127 -1.6755 0.7807
S -2.6885 0.1321 0.3294
S -3.5865 -3.1572 -0.9493
Ge -1.7915 -3.8053 0.3808
S -0.0635 -2.5321 -0.1299
S -2.7789 -2.9662 2.2872
C -1.5039 -5.8050 0.5158
C -0.7768 -6.2954 1.5972
C -0.6435 -7.6705 1.7586
C -1.2013 -8.5426 0.8414
C -1.8733 -8.0455 -0.2581
C -2.0277 -6.6728 -0.4355
C -2.6753 -6.1945 -1.6747
C -1.8984 -5.6538 -2.7000
C -0.4129 -5.4843 -2.5706
C -2.5208 -5.2802 -3.8835
C -3.8822 -5.4406 -4.0692
C -4.5320 -5.0277 -5.3552
C -4.6372 -5.9862 -3.0390
C -4.0530 -6.3634 -1.8440
C -4.8863 -6.9254 -0.7317
C -0.0612 -5.3830 2.5173
C 1.1910 -4.8896 2.1474
C 1.8565 -5.2816 0.8605
C 1.8621 -4.0434 3.0204
C 1.3295 -3.7000 4.2498
C 2.0733 -2.7970 5.1868
C 0.1013 -4.2373 4.6178
C -0.5973 -5.0817 3.7735
C -1.8970 -5.6960 4.1990
C -6.9560 -2.5498 -0.4901
C -7.4207 -3.8530 -0.3152
C -7.6192 -4.4338 1.0549
C -7.7476 -4.6102 -1.4311
C -7.6173 -4.0969 -2.7105
C -8.1147 -4.8564 -3.9042
C -7.0682 -2.8304 -2.8672
C -6.7416 -2.0436 -1.7767
C -6.2242 -0.6482 -1.9599
H -1.0471 3.0030 4.4699
H -0.8760 1.6012 5.5411
H -1.9888 2.9069 5.9590
H -3.0477 3.2397 3.0516
H -4.6023 3.2310 1.2922
H -6.1284 2.6150 1.9419
H -5.2547 1.6845 0.7305
H -5.2527 -2.1243 3.9505
H -5.1272 -1.4919 5.5963
H -3.7335 -2.2762 4.8459
H -2.5846 -0.1411 5.6009
H -7.2688 0.7816 3.6653
H -9.3038 -0.0549 2.5215
H -9.0646 -1.5959 0.6050
H -0.0728 -8.0462 2.5962
H -1.0777 -9.6097 0.9630
H -2.2674 -8.7152 -1.0101
H -0.0054 -6.1199 -1.7881
H -0.1726 -4.4480 -2.3222
H 0.0797 -5.7280 -3.5101
H -1.9195 -4.8599 -4.6778
H -3.7851 -4.7974 -6.1114
H -5.1406 -4.1384 -5.1924
H -5.1765 -5.8200 -5.7341
H -5.7005 -6.1148 -3.1681
H -5.9415 -6.8632 -0.9823
H -4.7081 -6.3664 0.1866
H -4.6319 -7.9676 -0.5408
H 1.2442 -5.9723 0.2869
H 2.8136 -5.7601 1.0665
H 2.0451 -4.3986 0.2530
H 2.8239 -3.6508 2.7233
H 2.9449 -2.3678 4.6988
H 2.4082 -3.3539 6.0624
H 1.4279 -1.9888 5.5249
H -0.3151 -3.9902 5.5838
H -2.2319 -5.2717 5.1415
H -1.7838 -6.7734 4.3203
H -2.6651 -5.5258 3.4459
H -7.1041 -3.8466 1.8113
H -7.2429 -5.4544 1.0892
H -8.6804 -4.4569 1.3058
H -8.1523 -5.6040 -1.2907
H -8.4941 -5.8341 -3.6151
H -7.3280 -4.9869 -4.6441
H -8.9254 -4.3033 -4.3797
H -6.9356 -2.4357 -3.8653
H -6.2013 -0.3768 -3.0121
H -5.2100 -0.5631 -1.5622
H -6.8499 0.0645 -1.4226
C -1.0103 4.9560 1.5086
N -0.5042 4.3642 0.2955
C 0.0194 5.1165 -0.7100
C 0.5741 4.5424 -1.7879
C 0.6087 3.0859 -1.9154
O 1.1667 2.5270 -2.8497
N 0.0063 2.3962 -0.9002
C -0.4887 2.9856 0.1841
O -0.9074 2.2968 1.1282
H -0.5488 5.9302 1.6650
H -0.7698 4.2894 2.3371
H -2.0960 5.0706 1.4681
H -0.0353 6.1885 -0.5720
H 1.0241 5.1189 -2.5774
```

Values from the calculation:
<S²> ... 1.15
LUMO level (spin up / spin down) ... -2.3 / -2.3 eV
2S+1 ... 2
HOMO (spin up / spin down) ... -7.2 / -7.2 eV
Kohn-Sham gap (spin up / spin down) ... 4.922 / 4.849 eV


C6H10 | ωB97M-V with the def2-TZVPD basis set

Structure (XYZ):
```
16
C6H10 | the OMol25 dataset | ωB97M-V with the def2-TZVPD basis set
C -1.0048 0.9648 1.1197
C -0.8566 0.5393 -0.3721
C 0.3907 1.2951 -0.6882
C 1.4687 0.2686 -0.5083
C 0.8760 -1.0900 -0.0715
C -0.5759 -0.9662 -0.5472
H -1.1540 2.0444 1.1977
H -0.1242 0.7047 1.7181
H -1.8670 0.4534 1.5589
H -1.7481 0.8938 -0.9002
H -0.6378 -1.2081 -1.6178
H 1.9196 0.2043 -1.5141
H 2.2752 0.6635 0.1208
H 0.9154 -1.1917 1.0199
H 1.4006 -1.9525 -0.4953
H -1.2779 -1.6235 -0.0205
```

Values from the calculation:
LUMO level ... 0.5 eV
HOMO ... -8.3 eV
Kohn-Sham gap ... 8.764 eV


C6H10 | ωB97M-V with the def2-TZVPD basis set

Structure (XYZ):
```
16
C6H10 | the OMol25 dataset | ωB97M-V with the def2-TZVPD basis set
C -1.0206 -0.7524 1.3732
C -0.6409 0.4674 0.5730
C 0.8451 0.8194 0.4293
C 0.9740 0.6132 -1.0563
C 0.5563 -0.7440 -1.5180
C -0.4624 0.3485 -1.5138
H -0.7312 -0.5980 2.4218
H -2.0987 -0.9403 1.3505
H -0.5007 -1.6512 1.0251
H -1.2464 1.3387 0.8390
H 1.0211 1.8625 0.7089
H 1.5028 0.1908 1.0461
H 1.6572 1.2094 -1.6577
H 0.5447 -1.6023 -0.8494
H 0.8729 -0.9985 -2.5290
H -1.2734 0.4368 -0.6428
```

Values from the calculation:
LUMO level ... 1.1 eV
HOMO ... -7.8 eV
Kohn-Sham gap ... 8.956 eV


C6H10 | ωB97M-V with the def2-TZVPD basis set

Structure (XYZ):
```
16
C6H10 | the OMol25 dataset | ωB97M-V with the def2-TZVPD basis set
C -1.5188 -0.6995 0.9443
C -0.2324 -0.3039 0.2629
C -0.0239 -0.3724 -1.2520
C 0.7136 0.9961 -1.2051
C 0.5681 0.9919 0.3131
C 1.1223 -0.2719 0.9034
H -1.8435 0.0782 1.6415
H -1.4211 -1.6409 1.4924
H -2.3308 -0.8327 0.2157
H 0.5584 -1.2358 -1.5948
H -0.9722 -0.3338 -1.7950
H 0.1142 1.7861 -1.6670
H 1.7307 1.0438 -1.6132
H 0.4144 1.8661 0.9414
H 1.1565 -0.3002 1.9906
H 1.9646 -0.7713 0.4218
```

Values from the calculation:
LUMO level ... 1.2 eV
SMILES string ... C[C@@]12CC[C@@H]1C2
HOMO ... -9.3 eV
Kohn-Sham gap ... 10.485 eV


C6H10 | ωB97M-V with the def2-TZVPD basis set

Structure (XYZ):
```
16
C6H10 | the OMol25 dataset | ωB97M-V with the def2-TZVPD basis set
C 2.9725 0.5613 -0.4258
C 1.6403 0.2815 0.0932
C 0.5216 -0.0150 0.4262
C -0.8557 -0.5121 0.5088
C -1.2654 -0.8544 -0.9312
C -1.8264 0.5122 1.1048
H 3.5272 1.2420 0.2241
H 3.5374 -0.3691 -0.5385
H 2.8982 1.0221 -1.4167
H -0.8382 -1.4265 1.1188
H -1.4422 0.0770 -1.4806
H -2.1833 -1.4471 -0.9639
H -0.4698 -1.4025 -1.4474
H -1.7136 1.4653 0.5753
H -2.8653 0.1826 0.9847
H -1.6372 0.6826 2.1683
```

Values from the calculation:
LUMO level ... 1.1 eV
SMILES string ... CC#CC(C)C
HOMO ... -9.3 eV
Kohn-Sham gap ... 10.382 eV


C6H10 | ωB97M-V with the def2-TZVPD basis set

Structure (XYZ):
```
16
C6H10 | the OMol25 dataset | ωB97M-V with the def2-TZVPD basis set
C -0.2644 -2.0329 -0.3772
C 0.6953 -1.2515 -1.2627
C 0.9825 0.1879 -0.9693
C 0.5037 1.0651 -0.0490
C -0.3095 0.7107 1.0868
C -0.9494 1.8776 1.7595
H 0.0685 -2.0383 0.6608
H -0.3363 -3.0634 -0.7444
H -1.2634 -1.5879 -0.3868
H 0.3284 -1.2572 -2.3030
H 1.6656 -1.7674 -1.3272
H 1.6698 0.6165 -1.7042
H 0.7986 2.1066 -0.2426
H -0.8819 1.8017 2.8534
H -0.6837 2.9044 1.4478
H -2.0237 1.7282 1.5579
```

Values from the calculation:
LUMO level ... -0.3 eV
HOMO ... -7.7 eV
Kohn-Sham gap ... 7.408 eV


C6H10 | ωB97M-V with the def2-TZVPD basis set

Structure (XYZ):
```
16
C6H10 | the OMol25 dataset | ωB97M-V with the def2-TZVPD basis set
C -0.9964 -0.9312 -2.0661
C -0.2679 -0.5369 -1.1908
C 0.1213 -0.0673 0.1149
C 1.4936 0.5452 0.4113
C -0.0077 -1.3515 1.0433
C -0.8538 1.2753 -0.1491
H -1.8519 -0.8235 -2.6847
H 2.3268 -0.1580 0.3141
H 1.4941 0.9033 1.4526
H 1.6708 1.4007 -0.2400
H -0.9953 -1.8167 1.0231
H 0.6752 -2.1102 0.6117
H 0.3190 -1.2296 2.0859
H -0.8067 1.9040 0.7251
H -0.4136 1.8517 -0.9941
H -1.9075 1.1447 -0.4574
```

Values from the calculation:
LUMO level ... 0.9 eV
SMILES string ... C#CC(C)(C)C
HOMO ... -9.3 eV
Kohn-Sham gap ... 10.207 eV


C6H10 | ωB97M-V with the def2-TZVPD basis set

Structure (XYZ):
```
16
C6H10 | the OMol25 dataset | ωB97M-V with the def2-TZVPD basis set
C -0.7461 -1.1864 -0.5256
C -1.0760 -0.6365 0.8082
C -1.1099 0.8299 0.4749
C 0.0299 1.0820 -0.4215
C 1.4125 0.7878 -0.2257
C 2.0493 -0.3768 -0.3659
H -1.4100 -0.9792 -1.3551
H -0.2770 -2.1618 -0.5996
H -0.2747 -0.8573 1.5169
H -2.0188 -0.9962 1.2498
H -1.1431 1.4985 1.3288
H -2.0175 1.0347 -0.0885
H -0.0934 2.0349 -0.9281
H 2.0386 1.6481 0.0209
H 3.0747 -0.5139 -0.0522
H 1.5616 -1.2076 -0.8374
```

Values from the calculation:
LUMO level (spin up / spin down) ... 0.6 / 0.4 eV
HOMO (spin up / spin down) ... -7.6 / -8.0 eV
Kohn-Sham gap (spin up / spin down) ... 8.206 / 8.448 eV


C6H10 | ωB97M-V with the def2-TZVPD basis set

Structure (XYZ):
```
16
C6H10 | the OMol25 dataset | ωB97M-V with the def2-TZVPD basis set
C 1.8222 0.5556 -0.3469
C 0.7191 0.4976 0.7539
C -0.5092 -0.0762 0.0715
C -0.5994 -1.5825 -0.1447
C -1.4716 0.7821 -0.7904
C -1.7995 0.5862 0.4337
H 1.9517 -0.5223 -0.4070
H 2.6202 1.1233 0.0507
H 1.4824 1.0624 -1.2086
H 0.6754 1.5617 1.0097
H 0.8480 -0.2152 1.6489
H -0.2293 -2.0240 0.6854
H 0.0748 -1.8093 -0.9615
H -1.5209 -2.0015 -0.2318
H -1.5111 1.3090 -1.7253
H -2.5529 0.7530 1.1621
```

Values from the calculation:
LUMO level ... 1.1 eV
SMILES string ... CCC1(C)C=C1
HOMO ... -9.2 eV
Kohn-Sham gap ... 10.357 eV


C6H10 | ωB97M-V with the def2-TZVPD basis set

Structure (XYZ):
```
16
C6H10 | the OMol25 dataset | ωB97M-V with the def2-TZVPD basis set
C -1.1921 1.8488 -0.6378
C -1.1549 0.7239 0.0735
C -0.3408 -0.5027 -0.3303
C -0.3827 -1.6031 0.7380
C 1.0693 -0.0391 -0.6624
C 2.0287 0.1436 0.2393
H -0.6672 1.9347 -1.5953
H -1.6942 2.7391 -0.2608
H -1.6650 0.6753 1.0411
H -0.7895 -0.9202 -1.2412
H -1.3710 -2.0751 0.7580
H 0.3612 -2.3794 0.5285
H -0.1820 -1.2107 1.7420
H 1.2563 0.2315 -1.7035
H 1.8737 -0.1025 1.2884
H 2.9873 0.5828 -0.0240
```

Values from the calculation:
LUMO level ... 1.2 eV
SMILES string ... C=CC(C)C=C
HOMO ... -9.3 eV
Kohn-Sham gap ... 10.495 eV


C6H10 | ωB97M-V with the def2-TZVPD basis set

Structure (XYZ):
```
16
C6H10 | the OMol25 dataset | ωB97M-V with the def2-TZVPD basis set
C 1.1819 0.9108 -0.6452
C 0.1231 0.5415 0.3291
C -1.1952 1.2224 0.2756
C 0.1923 -1.9595 1.1526
C -0.2702 -1.6198 -0.0812
C -0.6254 -1.2135 -1.2339
H 1.5400 1.9067 -0.3317
H 0.7885 0.9501 -1.6600
H 2.0284 0.2231 -0.6010
H 0.4889 0.3610 1.3319
H -1.9221 0.7518 0.9400
H -1.0162 2.2452 0.6485
H -1.5812 1.2564 -0.7431
H 1.1866 -2.3742 1.2897
H -0.4572 -1.9017 2.0230
H -1.1655 -1.7430 -2.0118
```

Values from the calculation:
LUMO level (spin up / spin down) ... -0.4 / -0.5 eV
HOMO (spin up / spin down) ... -6.8 / -6.8 eV
Kohn-Sham gap (spin up / spin down) ... 6.407 / 6.309 eV


Number 1: electronic energy -16687.43552 hartree. Number 2: electronic energy -234.49187 hartree. Number 3: electronic energy -234.42763 hartree. Number 4: electronic energy -234.55496 hartree. Number 5: electronic energy -234.55476 hartree. Number 6: electronic energy -234.46737 hartree. Number 7: electronic energy -234.48982 hartree. Number 8: electronic energy -234.44945 hartree. Number 9: electronic energy -234.47566 hartree. Number 10: electronic energy -234.55744 hartree. Number 11: electronic energy -234.38089 hartree.